# 1
This record from the OMol25 dataset describes 2 unconnected molecules or ions with the total composition C2H7S2 in a non-equilibrium geometry. The level of theory is the ωB97M-V functional and the def2-TZVPD basis.

```
11
Properties=species:S:1:pos:R:3:mulliken_charge:R:1
S 2.41 1.23 1.58 -0.89
H 2.03 2.50 2.02 -0.05
C 0.33 0.18 -0.74 -1.13
C -0.93 -0.27 0.02 -0.26
S -1.51 -1.63 -1.29 -0.30
H 0.41 0.17 -1.84 0.37
H 0.60 1.13 -0.32 0.27
H 1.21 -0.39 -0.44 0.30
H -1.95 0.26 0.19 0.30
H -0.64 -0.83 1.01 0.27
H -1.95 -2.33 -0.18 0.11
```

The HOMO energy comes out at -0.0966 Ha. The relative energy (zero: lowest compared OMol25 entry of this formula, charge and spin) comes out at 1.507 eV. The charge is -1. The value obtained for the LUMO energy is 3.10 eV. The HOMO-LUMO gap is 5.725 eV.

***

# 2
This record from the OMol25 dataset describes a molecular structure, C17H15BrN4O2RuS2. The level of theory is the ωB97M-V functional and the def2-TZVPD basis.

```
42
Properties=species:S:1:pos:R:3:mulliken_charge:R:1
Ru -0.66 -0.62 0.02 0.03
C -0.25 -0.16 5.84 -1.34
C 0.42 -0.25 4.49 0.51
C 1.80 -0.21 4.34 -0.21
C 2.39 -0.29 3.09 -0.71
C 1.53 -0.41 2.02 0.55
Br 2.09 -0.52 0.20 -0.10
N 0.21 -0.45 2.12 -0.05
C -0.34 -0.37 3.33 -0.75
H 0.48 -0.02 6.63 0.37
H -0.81 -1.07 6.05 0.33
H -0.95 0.67 5.87 0.34
H 2.43 -0.11 5.22 0.39
H 3.46 -0.26 2.95 0.45
H -1.43 -0.41 3.37 0.54
O -6.38 0.45 0.20 -0.60
C -5.77 1.59 0.06 0.52
C -6.56 2.76 -0.01 -0.64
C -5.98 3.98 -0.16 -0.36
C -4.57 4.11 -0.26 -0.79
C -3.78 3.00 -0.20 -0.67
C -4.33 1.70 -0.04 0.65
C -3.50 0.55 0.03 0.30
O -1.17 1.46 -0.14 -0.60
N -3.57 -1.83 0.04 -0.74
N -2.25 -1.95 -0.14 0.10
C -1.83 -3.22 -0.17 0.44
S -0.18 -3.56 -0.61 -0.15
C -0.15 -5.03 0.46 -0.58
C -1.46 -5.76 0.19 -0.56
S -2.83 -4.56 0.26 -0.05
H -5.67 -0.28 0.22 0.45
H -7.63 2.64 0.07 0.45
H -6.60 4.87 -0.22 0.39
H -4.13 5.09 -0.40 0.43
H -2.71 3.11 -0.28 0.45
H -0.06 -4.73 1.50 0.29
H 0.72 -5.63 0.17 0.41
H -1.65 -6.51 0.95 0.39
H -1.44 -6.24 -0.79 0.33
N -4.13 -0.68 0.14 -0.50
C -2.12 0.66 0.02 1.29
```

The spin multiplicity is 6. The HOMO energy (alpha / beta) comes out at -0.3254 / -0.4101 Ha. The expectation value of S² is 8.82. The relative energy (zero: lowest compared OMol25 entry of this formula, charge and spin) comes out at 2.349 eV. The charge is +1. The value obtained for the LUMO energy (alpha / beta) is -2.98 / -5.23 eV. The HOMO-LUMO gap (alpha / beta) is 5.873 / 5.925 eV.

***

# 3
This record from the OMol25 dataset describes a molecular structure, C41H52INO5SeW in a non-equilibrium geometry. The level of theory is the ωB97M-V functional and the def2-TZVPD basis.

```
102
Properties=species:S:1:pos:R:3:mulliken_charge:R:1
W -0.35 0.16 -0.57 0.45
C -1.30 -5.54 4.05 -1.63
C 0.16 -5.50 3.57 1.96
C 0.52 -6.85 2.97 -2.10
C 1.08 -5.22 4.77 -1.61
C 0.32 -4.36 2.56 -0.34
C -0.01 -3.05 2.94 -0.88
C 0.16 -2.03 2.04 0.71
Se -0.61 -0.33 2.37 0.57
C 0.86 0.85 2.60 -0.13
C 1.48 1.01 3.82 -0.94
C 2.55 1.89 3.94 -0.35
C 3.00 2.51 2.78 -0.26
C 2.42 2.36 1.51 -0.46
C 1.29 1.58 1.49 0.41
O 0.48 1.47 0.36 -0.09
C 3.09 3.07 0.32 2.34
C 4.62 2.97 0.48 -1.92
C 2.75 2.44 -1.04 -1.31
C 2.68 4.55 0.33 -1.58
C 3.20 2.11 5.30 1.90
C 4.32 3.16 5.25 -2.08
C 3.80 0.78 5.79 -1.56
C 2.13 2.58 6.29 -1.62
C 0.67 -2.28 0.77 0.20
O 0.82 -1.14 -0.03 0.18
C 0.95 -3.54 0.32 -0.98
C 0.77 -4.56 1.27 0.01
C 1.44 -3.83 -1.10 2.25
C 2.78 -3.10 -1.35 -1.45
C 1.67 -5.33 -1.33 -2.40
C 0.39 -3.36 -2.12 -1.10
H -1.44 -6.39 4.72 0.47
H -1.99 -5.67 3.20 0.35
H -1.59 -4.64 4.59 0.34
H 0.41 -7.62 3.74 0.44
H 1.56 -6.89 2.63 0.43
H -0.13 -7.12 2.14 0.41
H 0.95 -6.01 5.52 0.45
H 0.85 -4.27 5.25 0.34
H 2.13 -5.22 4.47 0.37
H -0.42 -2.84 3.92 0.65
H 1.13 0.44 4.67 0.64
H 3.87 3.15 2.85 0.47
H 4.95 1.93 0.59 0.43
H 5.00 3.54 1.33 0.43
H 5.10 3.38 -0.41 0.48
H 2.82 1.35 -1.00 0.16
H 3.46 2.79 -1.78 0.59
H 1.75 2.72 -1.38 0.04
H 3.04 5.05 1.23 0.38
H 1.60 4.66 0.30 0.20
H 3.11 5.06 -0.54 0.47
H 5.15 2.84 4.61 0.40
H 4.71 3.30 6.25 0.44
H 3.95 4.12 4.89 0.43
H 4.57 0.42 5.10 0.36
H 3.04 0.00 5.89 0.35
H 4.26 0.92 6.77 0.45
H 1.66 3.51 5.96 0.38
H 2.58 2.76 7.27 0.46
H 1.34 1.84 6.43 0.33
H 0.99 -5.57 0.96 0.66
H 3.56 -3.49 -0.69 0.36
H 2.70 -2.03 -1.17 0.04
H 3.10 -3.26 -2.38 0.45
H 2.43 -5.74 -0.66 0.48
H 2.03 -5.47 -2.35 0.46
H 0.75 -5.90 -1.22 0.46
H 0.27 -2.27 -2.12 -0.35
H -0.58 -3.81 -1.92 0.27
H 0.70 -3.65 -3.12 0.60
O -2.32 0.68 0.03 -0.78
C -2.66 -0.55 0.17 1.39
O -1.79 -1.36 -0.33 -0.72
C -3.82 -0.98 0.90 0.21
C -4.66 -0.04 1.49 -0.28
C -5.74 -0.47 2.24 -0.84
C -5.97 -1.83 2.40 -0.39
C -5.13 -2.77 1.81 -0.87
C -4.05 -2.35 1.06 -0.21
H -4.46 1.02 1.36 0.51
H -6.40 0.25 2.71 0.45
H -6.81 -2.16 2.99 0.44
H -5.32 -3.83 1.94 0.47
H -3.38 -3.07 0.59 0.50
I -2.71 0.29 -3.19 0.16
C -2.10 2.19 -2.59 0.18
C -2.62 3.30 -3.23 -0.60
C -2.21 4.55 -2.80 -0.36
C -1.31 4.64 -1.75 -1.10
C -0.85 3.47 -1.17 -0.09
N -1.23 2.26 -1.58 0.24
H -3.33 3.18 -4.04 0.50
H -2.59 5.44 -3.28 0.44
H -0.97 5.59 -1.38 0.54
H -0.16 3.49 -0.33 0.26
C 1.19 0.13 -3.38 -1.02
O 0.41 0.26 -2.18 0.21
H 0.59 -0.44 -4.09 0.37
H 2.11 -0.39 -3.13 0.28
H 1.39 1.13 -3.75 0.35
```

The HOMO energy comes out at -0.5060 Ha. The relative energy (zero: lowest compared OMol25 entry of this formula, charge and spin) comes out at 1.128 eV. The charge is +2. The value obtained for the LUMO energy is -7.41 eV. The HOMO-LUMO gap is 6.361 eV.

***

# 4
This record from the OMol25 dataset describes 3 unconnected molecules or ions with the total composition C4H11NO2 in a non-equilibrium geometry. The level of theory is the ωB97M-V functional and the def2-TZVPD basis.

```
18
Properties=species:S:1:pos:R:3:mulliken_charge:R:1
C -2.76 0.14 0.18 -0.19
N -1.57 -0.13 -0.17 -0.28
C -0.77 0.94 -0.59 -0.28
C 0.55 0.74 -0.72 0.02
C 1.51 1.77 -1.12 -1.18
H -3.24 1.12 0.35 0.21
H -3.40 -0.64 0.56 0.17
H -1.12 1.98 -0.49 0.25
H 0.87 -0.30 -0.88 0.37
H 1.80 1.57 -2.19 0.28
H 2.31 1.91 -0.40 0.29
H 1.18 2.77 -1.43 0.35
O -1.34 -2.93 1.44 -0.64
H -2.05 -2.38 1.06 0.33
H -0.51 -2.43 1.36 0.31
O 2.94 -1.68 1.03 -0.64
H 2.17 -1.38 1.53 0.33
H 3.45 -1.08 0.49 0.31
```

The HOMO energy comes out at -0.3479 Ha. The relative energy (zero: lowest compared OMol25 entry of this formula, charge and spin) comes out at 2.973 eV. The value obtained for the LUMO energy is 0.49 eV. The HOMO-LUMO gap is 9.961 eV.

***

# 5
This record from the OMol25 dataset describes a molecular structure, C32H20CrN6O2STe. The level of theory is the ωB97M-V functional and the def2-TZVPD basis.

```
63
Properties=species:S:1:pos:R:3:mulliken_charge:R:1
Cr 0.08 0.12 -0.19 0.27
C 2.52 0.47 -3.76 -1.07
C 2.18 1.73 -4.22 -0.59
C 1.15 2.42 -3.60 -0.82
C 0.51 1.84 -2.51 0.18
N 0.86 0.62 -2.07 1.03
C 1.83 -0.05 -2.68 -0.52
C -0.61 2.48 -1.79 1.17
C -0.88 3.83 -1.90 -0.98
C -1.94 4.36 -1.17 -0.95
C -2.72 3.51 -0.41 -0.53
C -2.40 2.16 -0.36 0.95
N -1.33 1.66 -1.00 0.22
C -3.27 1.21 0.38 0.33
C -3.70 1.50 1.68 -0.97
C -4.47 0.55 2.33 -0.54
C -4.79 -0.62 1.67 -0.48
C -4.33 -0.80 0.37 -0.35
N -3.60 0.10 -0.27 -0.40
H 3.32 -0.10 -4.21 0.45
H 2.70 2.17 -5.06 0.42
H 0.84 3.39 -3.96 0.35
H 2.04 -1.03 -2.27 0.56
H -0.25 4.47 -2.50 0.36
H -2.15 5.42 -1.21 0.41
H -3.57 3.87 0.14 0.51
H -3.37 2.39 2.18 0.53
H -4.78 0.72 3.35 0.54
H -5.37 -1.40 2.15 0.40
H -4.55 -1.70 -0.18 0.42
O 2.33 3.44 0.55 -0.77
C 2.13 2.25 0.32 0.15
O 0.96 1.71 0.39 -0.32
C 3.28 1.37 -0.12 0.29
C 4.39 2.02 -0.63 -0.80
C 5.51 1.33 -1.07 -0.55
C 5.52 -0.06 -0.96 -0.58
C 4.43 -0.72 -0.44 -0.62
C 3.27 -0.04 -0.02 0.61
S 1.95 -1.02 0.59 -0.38
H 4.36 3.10 -0.67 0.46
H 6.36 1.86 -1.47 0.39
H 6.39 -0.62 -1.28 0.37
H 4.43 -1.80 -0.36 0.43
Te -0.89 -2.03 -1.39 0.19
C -0.54 -3.66 -0.10 0.16
C -0.61 -4.95 -0.64 -0.53
C -0.42 -6.06 0.17 -0.50
C -0.17 -5.91 1.53 -0.44
C -0.09 -4.63 2.07 -0.73
C -0.27 -3.52 1.26 0.41
H -0.80 -5.08 -1.69 0.32
H -0.48 -7.05 -0.26 0.34
H -0.03 -6.77 2.16 0.36
H 0.10 -4.49 3.12 0.40
H -0.21 -2.53 1.69 -0.25
N -0.78 -0.15 1.61 0.21
C -1.13 -0.17 2.72 0.53
C -1.53 -0.20 4.05 0.07
C -2.24 0.90 4.58 -0.01
N -2.84 1.79 5.01 -0.65
C -1.26 -1.34 4.84 0.14
N -1.05 -2.28 5.48 -0.58
```

The spin multiplicity is 2. The HOMO energy (alpha / beta) comes out at -0.1601 / -0.1625 Ha. The expectation value of S² is 0.78. The charge is -1. The value obtained for the LUMO energy (alpha / beta) is 1.61 / 1.45 eV. The HOMO-LUMO gap (alpha / beta) is 5.964 / 5.874 eV.

***

# 6
This record from the OMol25 dataset describes 2 unconnected molecules or ions with the total composition CH2N2O2S2 in a non-equilibrium geometry. The level of theory is the ωB97M-V functional and the def2-TZVPD basis.

```
9
Properties=species:S:1:pos:R:3:mulliken_charge:R:1
O -1.83 0.43 -1.40 -0.47
N -2.65 0.84 -0.64 0.85
O -3.38 1.74 -0.70 -0.49
S -2.90 -0.10 0.95 -0.08
H -1.60 -0.08 1.37 0.19
N 0.08 1.31 1.19 -0.45
C 1.09 0.85 0.84 0.48
S 2.51 0.23 0.25 -0.22
H 2.37 0.97 -1.00 0.20
```

The HOMO energy comes out at -0.3643 Ha. The relative energy (zero: lowest compared OMol25 entry of this formula, charge and spin) comes out at 3.624 eV. The value obtained for the LUMO energy is -0.10 eV. The HOMO-LUMO gap is 9.808 eV.

***

Which formula does entry 2 have? C17H15BrN4O2RuS2